C28H58N9O10 | the ωB97M-V functional and the def2-TZVPD basis

Output
* net charge: +1
* total energy: -63857.104 eV

Cartesian coordinates (Å):
C  7.952  0.143  -0.854
C  7.112  0.682  0.285
O  6.787  0.037  1.239
O  6.777  2.040  0.138
C  5.420  2.262  0.329
O  5.026  2.688  1.374
C  4.436  1.909  -0.804
N  3.757  0.668  -0.387
C  4.229  -0.583  -0.716
C  3.344  -1.412  -0.116
N  2.426  -0.646  0.531
C  2.676  0.653  0.360
H  7.330  0.159  -1.757
H  8.316  -0.869  -0.640
H  8.786  0.846  -0.967
H  3.743  2.725  -1.007
H  4.962  1.683  -1.736
H  5.103  -0.812  -1.304
H  3.335  -2.490  -0.136
H  1.634  -0.918  1.093
H  2.181  1.533  0.737
C  -0.542  0.885  0.683
O  0.245  1.591  0.051
N  -1.575  0.234  0.158
C  -2.472  -0.587  0.965
C  -1.823  0.345  -1.272
H  -0.444  0.736  1.772
H  -2.450  -1.612  0.596
H  -3.487  -0.202  0.885
H  -2.168  -0.577  2.010
H  -0.954  -0.017  -1.823
H  -1.985  1.391  -1.534
H  -2.698  -0.239  -1.545
C  -6.384  -1.596  0.113
O  -5.585  -1.012  0.841
N  -6.163  -2.777  -0.479
C  -7.160  -3.404  -1.324
C  -4.893  -3.444  -0.271
H  -7.368  -1.182  -0.112
H  -7.426  -4.379  -0.910
H  -6.751  -3.536  -2.327
H  -8.052  -2.788  -1.383
H  -4.749  -3.636  0.794
H  -4.082  -2.801  -0.619
H  -4.872  -4.384  -0.817
C  10.530  0.203  4.983
O  11.304  -0.651  4.603
N  9.276  0.369  4.511
C  8.394  1.408  5.003
C  8.802  -0.529  3.473
H  10.799  0.930  5.767
H  7.494  0.955  5.425
H  8.110  2.068  4.181
H  8.889  1.996  5.773
H  8.839  -1.557  3.839
H  9.452  -0.449  2.600
H  7.785  -0.278  3.196
C  -7.972  -0.060  -3.057
O  -7.189  -0.926  -3.403
N  -9.184  0.144  -3.602
C  -10.070  1.195  -3.141
C  -9.615  -0.719  -4.689
H  -7.739  0.645  -2.241
H  -11.005  0.756  -2.787
H  -10.286  1.879  -3.964
H  -9.610  1.753  -2.328
H  -9.629  -1.756  -4.350
H  -8.914  -0.639  -5.520
H  -10.609  -0.432  -5.022
C  -8.848  -0.686  1.975
O  -9.072  -1.536  1.128
N  -9.786  -0.089  2.729
C  -9.452  0.915  3.721
C  -11.178  -0.465  2.544
H  -7.825  -0.335  2.190
H  -9.779  0.578  4.707
H  -9.958  1.851  3.478
H  -8.378  1.088  3.743
H  -11.297  -1.532  2.736
H  -11.476  -0.266  1.514
H  -11.811  0.101  3.222
C  8.396  -3.598  -0.358
O  8.135  -2.807  -1.252
N  7.505  -4.112  0.506
C  7.889  -5.051  1.545
C  6.116  -3.713  0.395
H  9.421  -3.961  -0.187
H  7.346  -5.988  1.410
H  7.645  -4.633  2.524
H  8.957  -5.252  1.503
H  5.737  -3.980  -0.595
H  6.038  -2.630  0.518
H  5.523  -4.211  1.160
C  3.091  5.398  -2.743
O  3.897  4.543  -3.076
N  1.871  5.554  -3.279
C  0.960  6.595  -2.837
C  1.450  4.650  -4.337
H  3.314  6.132  -1.951
H  0.042  6.141  -2.461
H  0.719  7.249  -3.676
H  1.413  7.188  -2.045
H  1.467  3.623  -3.969
H  2.140  4.726  -5.178
H  0.446  4.903  -4.666